1.
DFT (ωB97M-V/def2-TZVPD) results for the molecule C2H3N3O.

Output
- Energy: -317.50338 Ha
- Spin multiplicity: 1
- Total charge: 0
- Relative energy (zero: lowest compared OMol25 entry of this formula, charge and spin): 0.788 eV
- Highest occupied orbital energy: -9.90 eV
- SMILES: Oc1ncn[nH]1

Geometry (Å):
1 O 1.59 0.91 0.82
2 C 0.45 0.44 0.32
3 N -0.71 1.02 0.36
4 C -1.48 0.11 -0.34
5 N -0.88 -0.96 -0.77
6 N 0.42 -0.75 -0.35
7 H 2.32 0.49 0.34
8 H -2.54 0.27 -0.52
9 H 0.80 -1.52 0.18

=====

2.
DFT (ωB97M-V/def2-TZVPD) results for the molecule C4H10N2OS.

Output
- Energy: -741.18987 Ha
- Spin multiplicity: 1
- Total charge: 0
- Relative energy (zero: lowest compared OMol25 entry of this formula, charge and spin): 5.119 eV
- Highest occupied orbital energy: -8.50 eV

Geometry (Å):
1 C 0.01 2.07 0.31
2 C 0.16 2.43 -1.12
3 C -0.47 1.14 -0.79
4 C 0.43 -0.03 -0.99
5 N 0.25 -0.84 0.34
6 N -0.81 -3.28 1.31
7 O 1.70 -3.09 1.18
8 S 0.58 -2.30 1.60
9 H 0.87 1.61 0.94
10 H -0.68 2.59 0.98
11 H -0.56 3.18 -1.59
12 H 1.15 2.63 -1.57
13 H -1.50 1.21 -1.10
14 H 1.50 0.42 -1.05
15 H 0.24 -0.86 -1.80
16 H -0.27 -0.37 1.00
17 H -1.55 -2.77 1.81
18 H -1.07 -3.74 0.53

=====

3.
DFT (ωB97M-V/def2-TZVPD) results for a cluster of 5 separate species, C28H32BF32NO9 in total.

Output
- Energy: -5038.61721 Ha
- Spin multiplicity: 1
- Total charge: 0
- Relative energy (zero: lowest compared OMol25 entry of this formula, charge and spin): 3.973 eV
- Highest occupied orbital energy: -9.47 eV
- SMILES: CCN[C@@H]1OC(=O)O[C@]1(CC)B(O)OC.FC(F)C(F)(F)COC(F)(F)C(F)F.FC(F)C(F)(F)COC(F)(F)C(F)F.FC(F)C(F)(F)COC(F)(F)C(F)F.FC(F)C(F)(F)COC(F)(F)C(F)F

Geometry (Å):
1 C 2.19 2.88 -0.71
2 C 2.10 3.24 -2.27
3 N 0.83 2.85 -2.93
4 C -0.37 3.47 -2.31
5 O -0.25 4.70 -1.56
6 C -1.05 4.47 -0.37
7 O -1.33 5.41 0.40
8 O -1.38 3.08 -0.26
9 C -1.46 2.49 -1.59
10 C -2.87 3.03 -2.14
11 C -4.12 2.77 -1.16
12 B -1.23 0.89 -1.78
13 O 0.03 0.20 -1.70
14 O -2.39 0.07 -2.09
15 C -2.42 -1.07 -1.18
16 H 2.68 1.87 -0.49
17 H 2.85 3.68 -0.21
18 H 1.20 2.91 -0.16
19 H 2.34 4.35 -2.45
20 H 2.94 2.63 -2.79
21 H 0.85 3.17 -3.92
22 H -0.96 3.82 -3.25
23 H -2.88 4.15 -2.39
24 H -3.10 2.46 -3.11
25 H -3.93 3.08 -0.07
26 H -4.97 3.46 -1.54
27 H -4.53 1.71 -1.20
28 H 0.49 0.36 -0.85
29 H -3.39 -1.65 -1.43
30 H -1.56 -1.82 -1.35
31 H -2.44 -0.78 -0.08
32 F 1.87 -1.52 2.73
33 C 2.29 -0.88 1.63
34 F 1.35 0.05 1.33
35 C 2.50 -1.82 0.44
36 F 1.33 -2.38 0.05
37 F 2.92 -1.06 -0.62
38 C 3.55 -2.94 0.63
39 O 3.06 -4.23 1.00
40 C 2.83 -4.47 2.37
41 F 3.35 -3.47 3.10
42 F 3.54 -5.58 2.69
43 C 1.34 -4.73 2.68
44 F 0.57 -3.69 2.30
45 F 1.15 -4.89 4.02
46 H 3.22 -0.34 1.87
47 H 4.00 -3.10 -0.35
48 H 4.38 -2.62 1.26
49 H 0.98 -5.62 2.17
50 F -1.34 -6.52 6.67
51 C -0.51 -6.61 5.62
52 F -1.18 -6.09 4.56
53 C -0.09 -8.05 5.32
54 F -1.15 -8.81 4.95
55 F 0.74 -8.02 4.23
56 C 0.67 -8.78 6.44
57 O -0.09 -9.66 7.29
58 C -0.76 -9.07 8.39
59 F -0.34 -7.80 8.55
60 F -0.34 -9.74 9.48
61 C -2.29 -9.19 8.27
62 F -2.75 -8.61 7.14
63 F -2.90 -8.56 9.31
64 H 0.36 -5.98 5.81
65 H 1.37 -9.46 5.94
66 H 1.31 -8.11 7.02
67 H -2.60 -10.23 8.27
68 F -5.72 8.76 -2.28
69 C -4.42 8.45 -2.40
70 F -4.18 8.34 -3.74
71 C -4.04 7.15 -1.69
72 F -4.68 6.09 -2.25
73 F -2.71 6.93 -1.90
74 C -4.27 7.12 -0.16
75 O -5.48 6.51 0.31
76 C -6.64 7.31 0.33
77 F -6.31 8.60 0.13
78 F -7.11 7.25 1.60
79 C -7.73 6.82 -0.63
80 F -7.28 6.77 -1.91
81 F -8.80 7.65 -0.62
82 H -3.82 9.29 -2.03
83 H -3.48 6.48 0.24
84 H -4.09 8.10 0.30
85 H -8.06 5.81 -0.36
86 F 5.26 -0.80 -6.72
87 C 4.00 -0.36 -6.57
88 F 3.71 0.34 -7.70
89 C 3.81 0.54 -5.34
90 F 4.54 1.67 -5.45
91 F 2.51 0.93 -5.31
92 C 4.12 -0.12 -3.98
93 O 5.41 0.11 -3.41
94 C 6.47 -0.72 -3.83
95 F 5.98 -1.75 -4.54
96 F 7.00 -1.25 -2.71
97 C 7.56 0.05 -4.58
98 F 7.07 0.69 -5.67
99 F 8.53 -0.79 -5.03
100 H 3.32 -1.22 -6.53
101 H 3.43 0.34 -3.27
102 H 3.85 -1.18 -3.96
103 H 8.03 0.80 -3.94

=====

4.
DFT (ωB97M-V/def2-TZVPD) results for a structure of composition C35H37ClF6GeN3O2PRuS.

Output
- Energy: -5641.32256 Ha
- Spin multiplicity: 6
- Total charge: +1
- Relative energy (zero: lowest compared OMol25 entry of this formula, charge and spin): 2.266 eV
- Highest occupied orbital energy (alpha / beta): -11.37 / -11.64 eV

Geometry (Å):
1 Ru 0.04 0.03 -0.28
2 S -4.37 -0.39 -0.80
3 C -3.94 1.25 -1.16
4 C -2.63 1.49 -0.97
5 C -1.92 0.32 -0.53
6 C -2.78 -0.78 -0.38
7 C -2.34 -2.12 0.02
8 C -3.18 -3.22 0.15
9 C -2.62 -4.45 0.44
10 C -1.24 -4.55 0.58
11 C -0.48 -3.39 0.46
12 N -1.02 -2.21 0.19
13 H -4.69 1.93 -1.52
14 H -2.17 2.45 -1.17
15 H -4.25 -3.11 0.03
16 H -3.24 -5.33 0.53
17 H -0.76 -5.50 0.78
18 H 0.60 -3.42 0.58
19 C -3.57 0.33 4.84
20 C -3.88 0.54 3.50
21 C -2.90 0.96 2.62
22 C -1.58 1.18 3.06
23 C -1.29 1.00 4.41
24 C -2.28 0.57 5.30
25 Ge -0.19 1.56 1.78
26 C -0.77 3.25 0.89
27 C -0.04 3.82 -0.15
28 C -0.40 5.09 -0.60
29 C -1.48 5.75 -0.02
30 C -2.20 5.16 1.02
31 C -1.87 3.89 1.47
32 C 1.49 1.96 2.66
33 C 2.18 3.12 2.28
34 C 3.33 3.51 2.96
35 C 3.82 2.74 4.00
36 C 3.16 1.57 4.37
37 C 2.01 1.18 3.70
38 H -4.34 0.00 5.54
39 H -4.90 0.36 3.15
40 H -3.16 1.14 1.58
41 H -0.30 1.19 4.79
42 H -2.04 0.42 6.34
43 H 0.79 3.31 -0.61
44 H 0.15 5.53 -1.42
45 H -1.77 6.73 -0.38
46 H -3.03 5.69 1.48
47 H -2.44 3.43 2.27
48 H 1.82 3.74 1.48
49 H 3.85 4.42 2.66
50 H 4.72 3.04 4.53
51 H 3.54 0.97 5.19
52 H 1.50 0.28 4.01
53 F 0.96 1.54 -1.92
54 P 0.49 1.90 -3.57
55 F 1.66 2.97 -3.54
56 F 1.52 0.75 -4.02
57 F -0.53 2.98 -2.98
58 F 0.10 2.23 -5.06
59 F -0.67 0.78 -3.45
60 Cl 3.14 -3.32 1.52
61 C 2.42 -2.05 2.55
62 C 1.44 -1.17 1.80
63 O 1.80 -0.71 0.65
64 O 0.35 -0.88 2.30
65 H 3.23 -1.42 2.91
66 H 1.91 -2.52 3.38
67 C -0.48 -3.80 -3.61
68 C 0.21 -2.62 -4.30
69 N 1.50 -2.21 -3.72
70 C 2.73 -2.70 -4.38
71 C 3.19 -4.06 -3.86
72 C 1.56 -1.45 -2.63
73 C 2.88 -0.90 -2.21
74 N 0.45 -1.17 -1.95
75 H -1.42 -4.02 -4.12
76 H -0.70 -3.60 -2.56
77 H 0.15 -4.69 -3.65
78 H -0.44 -1.74 -4.32
79 H 0.40 -2.88 -5.34
80 H 3.52 -1.97 -4.25
81 H 2.53 -2.76 -5.44
82 H 3.29 -4.04 -2.77
83 H 4.16 -4.33 -4.29
84 H 2.48 -4.85 -4.12
85 H 3.34 -0.39 -3.05
86 H 3.55 -1.69 -1.85
87 H 2.75 -0.18 -1.42
88 H -0.40 -1.49 -2.38